No. 1
190
Properties=species:S:1:pos:R:3 method="wB97M-V/def2-TZVPD" fmax_ha_per_bohr=0.056 e_tot_ev=-145662.7442 gap_ev=7.79
C 5.247 0.691 -6.833
H 1.935 -4.822 -2.854
H 3.629 1.464 4.720
H 5.609 -3.025 -2.657
C -5.501 -1.891 -2.141
H -0.466 3.276 5.305
H 2.816 -2.887 -2.107
C -1.352 2.742 4.947
O 2.497 -2.792 2.456
H -1.253 -6.905 5.407
H 1.520 1.881 2.680
O 4.628 4.735 -0.591
H 5.076 0.811 1.011
O -2.193 -6.297 -1.646
C 4.255 3.383 -0.486
C 7.797 1.059 2.337
H -2.386 1.954 -0.697
H -7.382 0.372 -1.689
H 0.147 -9.181 -1.838
O 3.979 -0.178 -4.856
C 5.582 5.164 0.237
H 7.901 0.803 0.181
H 3.413 3.624 5.662
H 6.386 7.371 1.802
H -6.769 4.920 0.480
F 1.246 1.994 -1.541
H -0.625 3.324 3.105
H -5.058 -0.908 -1.999
O 5.978 -0.312 2.409
O 3.832 -5.482 -3.607
C -4.864 -3.924 -1.188
H 0.399 -1.155 -0.801
O 1.939 -3.254 4.555
H -0.972 5.562 -4.237
H 4.310 -2.481 -3.739
H 7.623 6.598 0.795
H -2.397 -3.099 1.743
C -1.619 3.062 3.476
C -6.756 1.256 -1.604
O -0.160 -7.227 -1.362
H -5.613 1.625 -6.575
H -1.183 -8.869 -0.655
C 1.216 0.890 -0.776
H -1.948 -3.907 -1.540
H -1.799 1.596 1.829
H 3.061 1.096 2.513
C 1.962 -2.344 3.607
C -5.501 2.478 -5.911
H 6.031 1.476 3.608
H -1.874 5.283 -2.832
C 7.200 1.141 0.948
C -1.092 2.516 -4.350
H -5.539 -4.668 -1.631
H 5.811 -0.554 0.294
C -2.851 0.979 -0.878
H -2.950 4.819 -5.319
O -4.523 -2.943 -2.176
H -5.863 -1.918 5.071
O 3.121 3.216 2.441
O -0.543 1.472 -4.626
H -6.567 0.163 4.288
H -4.001 -2.779 3.142
H 4.513 2.932 0.470
F 4.963 1.974 -6.493
H -0.785 -2.329 1.839
O 3.604 5.233 3.252
H 8.550 0.274 2.425
H 3.168 3.315 -0.541
C -5.803 4.487 0.727
H 4.785 -1.255 -6.427
H 2.889 -5.655 -1.703
C 0.550 -0.297 -1.481
C -1.245 0.750 3.697
H 3.968 -3.699 -1.109
H -5.594 3.391 -6.503
H 6.991 0.076 4.099
H -2.161 3.017 5.630
H 0.452 3.689 -3.463
O -5.720 0.541 -4.007
H 1.831 1.574 4.899
O -1.121 1.331 4.992
H -2.378 3.818 3.282
H -3.002 3.860 0.592
H 1.810 3.824 5.088
H -3.707 -1.428 4.287
C -2.643 4.182 -4.497
C -6.240 1.611 -3.867
C -5.494 -0.094 2.406
H -0.770 -3.371 -2.794
C 6.641 0.645 3.237
H -2.772 5.384 -0.191
F 6.493 0.441 -6.378
H -0.426 -3.203 -1.082
O -5.663 0.810 1.638
H -4.968 5.632 -0.957
H 4.632 2.701 -1.250
F 5.306 0.618 -8.157
H -0.279 0.569 3.212
H -2.298 -1.070 -0.926
C -4.798 4.704 -0.405
F 0.470 1.227 0.303
C -3.511 4.804 0.370
O -6.772 2.091 -2.749
C -1.795 -0.103 -0.766
H 2.577 -4.883 5.592
O -2.192 2.888 -5.000
H 3.065 -2.241 0.603
C 4.797 -4.574 -3.936
C 5.985 0.186 1.075
H 4.981 0.620 -1.792
H 5.817 -0.575 -3.982
H -0.936 -3.985 1.356
C 3.217 4.119 3.439
H 6.874 2.116 0.588
H -7.111 1.879 -0.784
C -0.903 -3.846 -1.826
H -3.120 1.488 2.976
O 6.195 4.512 1.037
C -5.159 5.297 1.858
C -0.590 -6.114 5.753
H 2.221 -5.282 3.932
C 2.724 2.006 4.451
H -1.743 -0.216 3.796
H -1.502 -0.130 0.289
H -7.378 -0.706 2.983
O 1.411 -1.283 3.701
C 3.572 -3.677 -2.125
C 4.368 0.251 -2.614
C -1.467 4.755 -3.697
O 5.699 6.472 0.046
O -5.681 5.729 2.837
O -0.271 -5.118 -1.756
C -5.783 -1.860 3.986
O -0.658 -5.779 2.972
C -6.431 -2.218 -0.963
C -0.688 -8.546 -1.570
O -6.322 2.593 -4.777
C 4.667 -3.303 -3.120
O 1.085 -0.772 -2.614
C 2.580 1.979 2.928
O 5.690 -4.899 -4.659
O -0.793 -4.912 5.039
C 3.033 -1.794 1.602
H 8.318 1.964 2.660
H 3.655 -4.348 4.269
H -0.788 -5.911 6.802
H -6.056 -1.927 -3.077
C -6.427 -0.573 3.501
H 6.795 8.122 0.256
Pb 1.409 -0.133 -4.981
C 2.972 -5.010 -2.578
H -6.824 -1.399 -0.360
H 2.386 -0.931 1.491
H -7.280 -2.816 -1.304
C -1.357 -3.237 2.034
H 0.454 -6.422 5.682
H -5.906 3.436 1.000
O 3.070 -0.396 -6.898
H -0.786 3.194 -2.340
H -1.436 -8.504 -2.360
H -3.659 0.720 -0.191
H -5.739 1.009 -1.298
F 2.441 0.589 -0.348
H -6.021 -3.630 0.704
C -0.875 -4.860 3.720
C -2.064 1.746 2.878
C 6.699 7.174 0.776
O -0.825 0.072 -1.774
H -3.293 1.064 -1.877
H -4.755 -2.490 0.384
H 3.482 0.895 -2.629
O -4.376 -0.840 2.408
H 5.476 1.131 -4.231
H 3.942 -0.699 -2.282
C -0.994 -6.219 -1.586
H 4.077 -1.563 1.802
O -1.213 -3.623 3.383
C 5.025 0.179 -3.948
O -3.839 5.470 1.576
H -3.472 4.010 -3.811
C 2.806 3.510 4.767
C -0.621 3.544 -3.359
H -6.239 -2.784 3.627
C 4.217 -0.310 -6.266
C -4.325 -1.799 3.469
H -3.983 -4.484 -0.881
C 2.619 -4.496 4.579
H -4.424 2.556 -5.723
C -5.528 -3.094 -0.109
H -4.785 3.946 -1.192


No. 2
183
Properties=species:S:1:pos:R:3 method="wB97M-V/def2-TZVPD" fmax_ha_per_bohr=0.041 e_tot_ev=-137476.0144 e_above_lowest_ev=0.000 gap_ev=5.59 total_charge=+1
H 1.198 2.311 6.409
C -0.221 1.557 -3.056
C -1.721 5.037 2.916
H -0.917 8.177 2.894
H 8.069 4.901 4.170
H -0.269 0.047 1.404
C 1.626 -1.751 1.350
H 1.400 -2.598 -0.599
C -4.027 -3.467 0.059
C -0.765 3.696 -1.914
O 4.500 -2.555 -1.020
C 0.204 -6.004 -1.143
H -1.426 -3.428 0.457
H 0.942 1.660 3.034
N -3.333 -3.098 1.183
H 6.360 -3.134 1.037
C 3.657 0.360 5.813
H 8.420 4.709 1.132
H 3.439 0.373 -4.843
H 5.744 3.703 6.790
C -4.201 -2.599 2.051
N 0.164 2.651 -2.325
H -5.263 1.934 0.500
H 4.444 0.456 3.027
H 3.371 0.002 -2.407
C -0.604 -8.350 -1.230
C -1.057 -10.701 -1.794
H -2.282 8.260 1.911
H 1.929 -0.795 1.781
N -2.471 -0.372 -7.604
H 4.702 0.113 5.852
H -1.550 -2.370 1.935
H -0.726 8.835 1.225
H -3.534 1.133 -0.207
H -3.918 3.248 4.589
C 4.691 0.654 1.985
H 5.114 3.248 5.266
H -0.808 -5.782 -0.818
C -2.858 0.207 -6.316
C -3.632 4.412 2.061
N -0.233 -9.491 -1.817
C -0.697 -0.366 0.510
C 5.785 3.922 0.992
H 0.945 -0.094 -3.865
C 8.046 4.291 2.064
H 1.905 -2.091 4.396
C 4.868 -3.571 -0.360
H 5.261 -0.137 1.501
H -1.461 3.294 -1.177
H -2.096 -10.418 -1.945
H 3.932 2.822 0.494
H 2.525 -2.374 1.442
H 5.050 -4.116 1.781
H 2.047 3.261 -1.547
H -2.691 1.290 -6.330
C -1.206 8.083 1.844
H -0.630 1.945 2.356
C -2.217 -0.476 -5.151
N 2.681 -0.298 5.207
C -3.091 5.329 1.228
C -6.653 -2.454 2.289
C 5.281 -3.297 1.097
H -2.793 2.247 3.723
H 0.939 -4.785 0.402
H -2.542 -2.564 -9.980
C 0.897 -9.277 -2.552
C -3.711 2.348 -3.486
N -1.847 -0.044 -0.048
H -4.798 4.000 -2.454
H -2.440 -1.542 -5.099
C 1.280 -5.679 -0.121
H 5.903 2.018 6.272
H 3.829 1.723 -2.077
H -1.231 1.137 -8.429
H -0.868 5.128 3.563
C 7.894 5.318 3.182
H -2.767 -0.386 -1.947
C 4.874 2.930 1.018
C 1.315 -1.620 -0.125
N 3.177 1.515 6.260
H -1.129 -0.364 -5.184
H -3.543 -3.978 -0.768
C 6.610 2.270 2.153
N -1.890 5.707 1.795
H 3.330 3.452 7.019
C 5.235 2.879 6.288
N 0.279 -7.428 -1.549
C 0.356 2.400 2.490
H -0.192 4.503 -1.466
H -1.245 1.362 -3.346
O -6.409 2.758 2.554
H -7.309 -1.795 1.720
Cl 1.506 -4.794 3.483
N -5.416 -2.677 1.533
N -2.800 4.289 3.135
C -0.746 -0.464 -10.731
H -0.836 0.561 -11.077
H 3.906 2.032 -4.591
H -4.559 3.847 2.039
H -1.457 -8.257 -0.583
H -4.027 -2.301 3.074
C -0.819 -1.334 -1.425
H -2.531 0.019 -4.231
H 1.481 -6.459 0.609
C 3.929 2.546 6.976
O -2.875 2.502 -4.414
C -5.335 -3.246 0.293
O -3.606 1.497 -2.561
C 3.327 1.036 -2.754
H 6.874 5.713 3.212
O 5.005 -4.720 -0.811
H -1.094 6.696 0.217
H -3.581 -2.155 -7.463
C 1.837 1.562 5.978
C -2.940 -1.563 -8.093
H -2.255 3.432 4.987
C -6.690 1.633 2.046
C 2.859 -1.572 4.525
H 1.319 -9.978 -3.246
H 3.355 -1.440 3.567
Cl -1.815 -0.558 3.863
C -1.890 -3.274 1.428
C -1.713 0.179 -8.525
C 1.107 2.772 1.218
H 3.702 0.732 1.524
N 6.808 3.539 1.828
O -7.268 0.685 2.611
H -5.829 2.911 -3.281
H -6.130 0.399 0.306
H 0.077 6.313 1.486
N 5.399 1.916 1.782
H -1.355 3.994 -2.780
C -2.756 0.920 0.526
H -3.950 0.258 -6.267
H 8.528 6.180 2.986
N 1.938 1.513 -2.780
H -0.949 -11.205 -0.836
H -8.373 -3.532 2.905
Cl -2.098 -4.215 -3.032
H -6.847 -4.305 3.345
H 0.148 3.236 3.161
H -0.550 -2.024 -2.210
H -1.044 -1.207 -11.458
H 5.783 4.806 0.380
C -0.925 6.693 1.295
H -3.277 0.540 1.408
C 1.491 2.623 -2.214
H 0.349 -5.480 -2.087
H -0.790 -11.372 -2.604
C -1.937 -0.617 -1.298
H 0.566 0.144 4.891
H 4.093 2.193 7.993
O 1.765 1.855 0.648
H 4.761 -2.435 1.527
H 2.227 -5.410 -0.598
H -4.890 4.060 -4.178
C 1.531 0.445 5.277
H -3.465 5.785 0.330
C -6.224 1.444 0.598
H -6.939 1.956 -0.049
H -2.249 1.848 0.784
O 1.137 3.987 0.891
N -0.031 -1.114 -0.348
C 3.944 1.036 -4.138
H 7.285 1.622 2.686
C 1.240 -7.982 -2.329
N -1.554 -0.678 -9.519
C -2.919 3.252 4.145
C -4.832 3.359 -3.340
H 8.799 3.558 2.360
H -6.442 -1.920 3.210
H 0.929 -2.384 1.905
C -7.375 -3.778 2.547
H 3.427 -2.321 5.078
H 4.983 0.712 -4.161
H 2.053 -0.980 -0.608
C -2.377 -1.747 -9.303
C 0.887 0.849 -3.352
H 2.067 -7.440 -2.754
H -6.167 -3.562 -0.307
H 0.293 -0.597 -10.430
H -1.709 -4.106 2.106
H -7.426 -4.440 1.687